Formula: C5H10O
Source: the OMol25 dataset
Level of theory: wB97M-V/def2-TZVPD

Values from the calculation:
SMILES string: C=CC.CC=O
ΔE to the lowest compared entry with this formula, charge and spin (kJ/mol): 189.0
Energy (Ha): -271.6806
Strongest force on any atom (eV/Å): 2.553
Gap between HOMO and LUMO (eV): 10.769

Structure (XYZ):
```
16
Properties=species:S:1:pos:R:3:forces:R:3:mulliken_charge:R:1
C -1.3912 -0.3507 -1.1020 -1.9 1.7 -0.3 -0.865
C -1.6293 0.1973 0.2675 -1.1 -1.2 0.6 -0.014
C -1.4777 -0.4557 1.4115 0.5 -1.7 1.4 -0.655
H -0.5381 0.1770 -1.5187 -0.1 -0.2 -0.6 0.124
H -1.3389 -1.4183 -1.1439 0.5 -0.6 0.0 0.347
H -2.3702 -0.0418 -1.6273 1.7 -0.5 0.1 0.304
H -2.3135 1.0397 0.2900 0.5 0.4 0.1 0.314
H -1.9337 -0.0901 2.3433 0.4 0.2 -0.5 0.247
H -0.9709 -1.4866 1.5978 -0.7 1.9 -0.9 0.195
O 2.9072 -1.2036 -0.0762 0.9 -0.8 0.6 -0.458
C 2.0546 -0.4263 -0.3733 -0.6 -0.7 -1.6 0.228
C 1.9297 0.9218 0.2247 -1.1 1.2 -1.2 -0.796
H 1.3821 -0.7599 -1.2630 0.4 0.9 1.2 0.221
H 0.9263 1.0928 0.6565 0.4 -0.1 -0.3 0.218
H 2.0728 1.6442 -0.6187 -0.4 -0.4 0.5 0.252
H 2.6907 1.1602 0.9317 0.6 -0.3 0.7 0.338
```
Positions in Å, forces in eV/Å.